1.
The following is a quantum chemistry calculation of CH2OPS2 as an isolated structure, from OMol25.

```
! wB97M-V def2-TZVPD RIJCOSX def2/J DEFGRID3
* xyz -1 1
C 1.43916 0.46278 0.07134
O 1.62274 1.61680 -0.02665
P -0.85650 -0.02201 -0.02062
S 1.88878 -1.04657 0.02335
S -2.73421 0.60226 0.03470
H -0.68842 -0.77130 -1.21179
H -0.67156 -0.84196 1.12968
*
```

Highest occupied orbital energy   -3.1 eV
Orbital gap   6.394 eV

Which charges does Löwdin predict for the atoms? In e, they are: -1.152, -0.048, 0.120, 0.542, -0.228, -0.115, -0.119

=====

2.
The following is a quantum chemistry calculation of one molecule with the formula CH2OS, from OMol25.

```
! wB97M-V def2-TZVPD RIJCOSX def2/J DEFGRID3
* xyz 0 1
O 1.54406 0.46601 0.47648
C 0.52505 -0.12588 0.16617
S -0.53473 0.46932 -1.03461
H 0.18534 -1.03223 0.69599
H -1.71972 0.22277 -0.30402
*
```

Highest occupied orbital energy   -10.2 eV
Orbital gap   10.687 eV
Structure (SMILES)   O=CS

Which charges does Löwdin predict for the atoms? In e, they are: -0.045, -0.741, 0.782, 0.077, -0.073

=====

Energy above the lowest of the compared OMol25 structures with the same formula, charge and spin, respectively: 8.4; 7.3 kcal/mol.